DFT (ωB97M-V/def2-TZVPD) results for C6H14 as an isolated structure in a non-equilibrium geometry.

Last column: Mulliken spin population.
Cartesian coordinates (Å):
C1 0.77634 -0.22890 2.05172  -0.022
C2 -0.57487 -0.06911 1.43773  -0.020
C3 -0.33575 0.07657 -0.08559  0.494
C4 -1.22041 1.13882 -0.69548  0.573
C5 0.52332 -0.87344 -0.84017  -0.057
C6 1.55788 -0.26594 -1.73340  0.011
H1 0.98348 0.84793 2.21321  0.007
H2 1.33660 -0.66958 1.20016  -0.006
H3 0.61234 -0.76418 2.92001  0.007
H4 -1.25441 -1.05632 1.68992  0.010
H5 -1.07098 0.78035 1.84830  0.016
H6 -0.00096 1.34240 -0.19895  -0.028
H7 -1.26093 1.22136 -1.77135  0.000
H8 -1.96355 1.79802 -0.17918  -0.002
H9 -3.64356 -0.35653 -1.04447  0.009
H10 -3.73227 0.07513 -0.45965  0.004
H11 -0.02886 -1.73407 -1.14142  0.014
H12 1.36069 0.00164 -2.84198  0.003
H13 2.48253 -0.88355 -1.79064  -0.003
H14 1.82082 0.72930 -1.25289  -0.010

Cartesian forces (eV/Å) of the 2 atoms listed first:
C -0.327 2.045 -1.574
C -1.441 -3.234 -1.536

As for the total charge: -1. The calculation puts the HOMO-LUMO gap (alpha / beta) at 0.1855 / 0.1920 hartree. As for the spin multiplicity: 2. The value obtained for the energy above the lowest of the compared OMol25 structures with the same formula, charge and spin is 124.82 kcal per mole. The total energy comes out at -236.7394 Eh.